84
Properties=species:S:1:pos:R:3:lowdin_charge:R:1 method="wB97M-V/def2-TZVPD" homo_energy_ev=-9.0 smiles="CCNc1cc(O)c2c(c1CCCN)C(=O)N(C[C@@H]1CO1)C2=O.CCCCCC.CCCCCC" orbital_gap_ev=8.9412 relative_energy_kj_mol=0.00
C -1.066 -3.150 -2.379 -0.0975
C -0.555 -3.851 -3.689 -0.2707
N 0.650 -3.227 -4.291 -0.0264
C 1.776 -3.313 -3.382 -0.1768
C 2.092 -4.576 -2.668 0.0761
C 3.201 -4.688 -1.705 -0.2171
O 3.463 -5.879 -1.025 0.0195
C 4.009 -3.521 -1.435 0.0236
C 3.689 -2.289 -2.185 0.0097
C 2.616 -2.123 -3.135 -0.0582
C 2.438 -0.728 -3.804 -0.1419
C 0.952 -0.262 -4.016 -0.1829
C 1.002 1.324 -4.235 -0.2770
N 0.415 1.738 -5.541 -0.0307
C 4.792 -1.326 -1.657 -0.3447
O 5.259 -0.437 -2.324 0.1261
N 5.100 -1.791 -0.346 0.0292
C 6.239 -1.183 0.363 -0.0688
C 5.910 0.431 0.507 -0.2170
C 5.908 0.964 2.050 0.0027
O 4.637 0.749 1.140 -0.1742
C 5.203 -3.237 -0.488 -0.3255
O 5.993 -3.972 0.023 0.1482
H -0.260 -2.774 -1.702 0.0717
H -1.620 -3.938 -1.791 0.0779
H -1.785 -2.312 -2.568 0.0712
H -1.382 -3.751 -4.451 0.1185
H -0.455 -4.954 -3.501 0.0918
H 0.847 -3.710 -5.169 0.1260
H 1.463 -5.480 -2.864 0.1143
H 3.856 -6.472 -1.694 0.1210
H 2.932 0.017 -3.116 0.1046
H 3.031 -0.663 -4.762 0.1391
H 0.267 -0.494 -3.163 0.0982
H 0.528 -0.668 -4.971 0.0977
H 2.087 1.633 -4.283 0.1061
H 0.575 1.882 -3.354 0.0960
H -0.565 2.009 -5.440 0.0590
H 0.901 2.604 -5.798 0.0584
H 7.191 -1.253 -0.219 0.1358
H 6.365 -1.550 1.410 0.1298
H 6.331 1.138 -0.291 0.1466
H 5.833 2.078 2.028 0.0988
H 5.441 0.308 2.816 0.1124
C 0.409 2.120 0.020 -0.1081
C -0.270 3.289 0.721 -0.2651
C -1.667 2.951 1.244 -0.2304
C -2.691 2.568 0.173 -0.2272
C -2.916 3.616 -0.917 -0.2706
C -3.477 4.929 -0.384 -0.1118
H -0.144 1.806 -0.869 0.0508
H 1.414 2.405 -0.300 0.0713
H 0.500 1.262 0.691 0.0776
H -0.313 4.149 0.047 0.0991
H 0.350 3.594 1.569 0.1058
H -2.043 3.805 1.818 0.1010
H -1.589 2.123 1.957 0.0978
H -3.646 2.358 0.667 0.1006
H -2.386 1.629 -0.301 0.1009
H -3.623 3.208 -1.647 0.1040
H -1.988 3.807 -1.464 0.0966
H -4.428 4.766 0.130 0.0737
H -3.653 5.627 -1.205 0.0689
H -2.786 5.409 0.313 0.0657
C -3.326 -1.678 6.061 -0.1136
C -3.822 -1.320 4.665 -0.2717
C -3.121 -0.099 4.070 -0.2336
C -3.323 1.210 4.838 -0.2274
C -4.778 1.639 5.024 -0.2680
C -5.497 1.917 3.709 -0.1109
H -3.524 -0.878 6.778 0.0652
H -3.833 -2.575 6.423 0.0689
H -2.252 -1.877 6.054 0.0750
H -4.904 -1.166 4.687 0.0984
H -3.646 -2.174 4.004 0.1043
H -3.458 0.031 3.036 0.0967
H -2.046 -0.300 4.009 0.1097
H -2.784 2.006 4.312 0.0984
H -2.853 1.129 5.823 0.1017
H -4.795 2.552 5.628 0.1048
H -5.331 0.886 5.594 0.0984
H -4.985 2.699 3.143 0.0664
H -6.519 2.254 3.900 0.0694
H -5.557 1.023 3.085 0.0663

84
Properties=species:S:1:pos:R:3:lowdin_charge:R:1 method="wB97M-V/def2-TZVPD" homo_energy_ev=-11.4 smiles=CCCC#N.CCCC#N.CCCC#N.CCCC#N.CCCC#N.CCCC#N.CCCC#N orbital_gap_ev=11.7679 relative_energy_kj_mol=173.65
C 12.642 -15.121 -28.856 -0.0984
C 12.672 -14.729 -27.346 -0.2413
C 14.106 -14.866 -26.815 -0.2136
C 14.631 -16.211 -26.886 -0.2472
N 15.060 -17.270 -26.889 0.1477
H 13.252 -14.400 -29.400 0.0714
H 11.603 -15.049 -29.177 0.0669
H 13.045 -16.106 -29.092 0.0681
H 11.992 -15.331 -26.743 0.1050
H 12.397 -13.683 -27.209 0.1032
H 14.128 -14.468 -25.801 0.1168
H 14.785 -14.181 -27.323 0.1216
C 21.638 -14.418 -23.215 -0.1031
C 21.226 -13.587 -21.980 -0.2484
C 19.753 -13.192 -21.997 -0.2027
C 19.364 -12.395 -23.130 -0.2580
N 19.067 -11.792 -24.054 0.1480
H 22.716 -14.566 -23.277 0.0702
H 21.347 -13.911 -24.135 0.0665
H 21.116 -15.373 -23.277 0.0723
H 21.885 -12.719 -21.965 0.1072
H 21.467 -14.090 -21.043 0.1042
H 19.495 -12.635 -21.096 0.1192
H 19.098 -14.062 -22.036 0.1247
C 16.919 -15.850 -33.726 -0.0959
C 18.044 -14.855 -34.072 -0.2650
C 18.352 -13.866 -32.971 -0.2136
C 18.900 -14.418 -31.696 -0.2172
N 19.365 -14.827 -30.724 0.1333
H 17.189 -16.410 -32.831 0.0700
H 16.678 -16.641 -34.436 0.0690
H 16.040 -15.236 -33.528 0.0723
H 17.819 -14.213 -34.924 0.1083
H 18.980 -15.393 -34.217 0.1092
H 17.567 -13.120 -32.847 0.1175
H 19.190 -13.263 -33.319 0.1121
C 11.316 -21.148 -23.393 -0.1153
C 10.677 -19.829 -23.167 -0.2942
C 9.568 -19.833 -22.118 -0.1870
C 10.110 -20.043 -20.734 -0.2129
N 10.500 -20.220 -19.641 0.1270
H 12.162 -21.179 -24.079 0.0799
H 10.592 -21.786 -23.900 0.0752
H 11.534 -21.637 -22.444 0.0777
H 10.235 -19.409 -24.070 0.1087
H 11.415 -19.088 -22.861 0.1124
H 8.879 -20.651 -22.327 0.1156
H 9.030 -18.885 -22.112 0.1128
C 16.945 -23.039 -21.033 -0.1024
C 18.342 -22.389 -21.185 -0.2533
C 18.261 -20.955 -21.692 -0.2103
C 17.433 -20.008 -20.997 -0.2481
N 16.796 -19.239 -20.446 0.1500
H 16.537 -23.203 -22.030 0.0722
H 16.259 -22.400 -20.477 0.0684
H 17.049 -23.981 -20.495 0.0692
H 18.981 -23.041 -21.780 0.1076
H 18.810 -22.383 -20.201 0.1050
H 17.931 -20.925 -22.730 0.1234
H 19.302 -20.631 -21.694 0.1185
C 9.361 -9.518 -24.755 -0.1055
C 8.072 -10.112 -24.116 -0.2400
C 7.555 -11.495 -24.642 -0.1856
C 7.191 -11.571 -26.076 -0.2233
N 6.843 -11.619 -27.188 0.1263
H 9.533 -8.491 -24.434 0.0672
H 9.253 -9.381 -25.831 0.0670
H 10.219 -10.141 -24.503 0.0694
H 7.283 -9.380 -24.291 0.1027
H 8.264 -10.223 -23.049 0.1010
H 6.664 -11.710 -24.052 0.1105
H 8.294 -12.272 -24.444 0.1104
C 4.172 -15.531 -35.101 -0.1205
C 3.870 -14.335 -34.197 -0.2553
C 5.104 -13.472 -33.919 -0.1940
C 5.820 -13.010 -35.133 -0.2252
N 6.391 -12.680 -36.092 0.1327
H 4.246 -15.216 -36.142 0.0748
H 3.445 -16.332 -34.964 0.0691
H 5.090 -16.039 -34.807 0.0738
H 3.448 -14.770 -33.291 0.1071
H 3.145 -13.730 -34.741 0.1088
H 5.862 -14.004 -33.345 0.1157
H 4.865 -12.597 -33.315 0.1129

106
Properties=species:S:1:pos:R:3:lowdin_charge:R:1 method="wB97M-V/def2-TZVPD" homo_energy_ev=-12.0 orbital_gap_ev=1.7240 total_charge=+1
Al -0.269 2.094 -2.718 1.3737
P 0.031 -0.604 -0.071 0.1905
F 1.365 -1.525 -0.065 -0.1402
F 0.983 0.725 -0.219 -0.1975
F 0.026 -0.669 -1.709 -0.1890
F -1.189 0.454 -0.127 -0.1536
F -0.925 -1.878 -0.021 -0.1010
F 0.153 -0.524 1.525 -0.1245
P -3.393 3.788 -1.583 0.1688
F -4.696 3.148 -0.918 -0.1240
F -4.120 4.984 -2.344 -0.1132
F -3.274 4.781 -0.310 -0.1453
F -1.969 4.333 -2.168 -0.2075
F -2.496 2.555 -0.927 -0.2124
F -3.524 2.812 -2.874 -0.1619
C 4.540 0.872 -2.555 -0.1074
C 4.535 2.334 -2.981 -0.1276
C 3.628 2.994 -1.952 -0.1602
O 2.620 2.004 -1.727 -0.1592
C 3.288 0.760 -1.671 -0.1762
H 5.441 0.597 -2.008 0.1247
H 4.430 0.159 -3.371 0.1202
H 4.160 2.502 -3.993 0.1199
H 5.521 2.797 -3.040 0.1279
H 3.111 3.878 -2.327 0.1252
H 4.187 3.319 -1.067 0.1340
H 2.629 -0.091 -1.874 0.1241
H 3.553 0.466 -0.638 0.1387
C 0.271 5.660 0.516 -0.1019
C -0.163 4.687 1.615 -0.1127
C -0.142 3.277 0.996 -0.1093
O 0.127 3.550 -0.400 -0.1918
C 0.987 4.678 -0.422 -0.1844
H 1.013 6.426 0.737 0.1259
H -0.596 6.079 0.012 0.1225
H -1.183 4.914 1.924 0.1161
H 0.440 4.785 2.519 0.1184
H -1.117 2.800 1.045 0.1092
H 0.676 2.642 1.351 0.1137
H 1.039 5.080 -1.437 0.1343
H 2.000 4.388 -0.120 0.1140
C -5.038 0.823 2.291 -0.1617
C -5.603 1.962 3.103 -0.1347
C -4.573 3.067 2.884 -0.1413
O -3.353 2.337 2.783 -0.0213
C -3.553 1.132 2.103 -0.1638
H -5.466 0.819 1.276 0.1175
H -5.259 -0.197 2.605 0.1148
H -5.500 1.654 4.149 0.1234
H -6.640 2.219 2.919 0.1268
H -4.603 3.822 3.671 0.1352
H -4.832 3.691 2.010 0.1449
H -3.013 0.311 2.598 0.1503
H -3.297 1.108 1.022 0.1269
C 0.637 -5.522 -3.217 -0.1577
C 0.789 -6.777 -2.367 -0.1257
C -0.489 -6.735 -1.492 -0.1476
O -1.154 -5.504 -1.743 -0.0893
C -0.336 -4.624 -2.492 -0.1888
H 0.233 -5.717 -4.216 0.1192
H 1.599 -5.093 -3.508 0.1186
H 1.629 -6.728 -1.675 0.1064
H 0.866 -7.698 -2.939 0.1153
H -0.182 -6.683 -0.440 0.1100
H -1.133 -7.599 -1.657 0.1333
H 0.136 -3.902 -1.802 0.1177
H -0.923 -4.009 -3.178 0.1309
C -5.593 -1.994 -0.257 -0.0048
C -4.104 -1.883 -0.559 -0.2703
C -3.522 -2.841 -1.627 -0.0626
O -3.140 -1.961 -2.685 0.0786
C -3.019 -0.707 -2.211 -0.5560
O -2.362 0.159 -2.703 0.0647
O -3.766 -0.589 -1.106 0.0724
H -5.721 -1.867 0.817 0.0678
H -6.018 -2.974 -0.482 0.0870
H -6.182 -1.283 -0.833 0.0996
H -3.531 -1.904 0.367 0.1400
H -4.261 -3.525 -2.038 0.1375
H -2.673 -3.410 -1.255 0.1090
C 3.212 -3.365 1.545 -0.0265
C 1.839 -3.885 1.927 -0.3042
C 1.185 -4.794 0.850 -0.1138
O 1.304 -6.088 1.410 0.0552
C 1.725 -6.009 2.709 -0.5425
O 1.849 -6.936 3.429 0.1887
O 1.980 -4.727 3.058 0.0980
H 4.069 -3.999 1.788 0.0967
H 3.500 -2.458 2.084 0.0723
H 3.304 -3.128 0.485 0.0717
H 1.130 -3.063 2.013 0.1309
H 1.808 -4.666 -0.034 0.1236
H 0.171 -4.428 0.703 0.1249
C 3.096 1.167 2.436 0.0043
C 3.637 2.307 1.596 -0.2824
C 4.306 3.460 2.382 -0.0749
O 5.588 3.619 1.789 0.0761
C 5.877 2.547 1.011 -0.5635
O 6.937 2.342 0.526 0.1881
O 4.774 1.779 0.877 0.0403
H 2.017 1.047 2.331 0.0621
H 3.360 1.306 3.488 0.0903
H 3.512 0.178 2.239 0.0891
H 2.895 2.758 0.933 0.1096
H 4.363 3.204 3.441 0.1319
H 3.810 4.422 2.265 0.1311

86
Properties=species:S:1:pos:R:3:mulliken_spin:R:1 method="wB97M-V/def2-TZVPD" homo_energy_ev="-9.8 / -9.7" orbital_gap_ev="8.1499 / 6.3581" spin_multiplicity=2 total_charge=+1
Cu -0.026 -0.001 -0.085 0.5280
P 0.139 -2.294 -0.476 -0.0028
P 0.126 2.288 -0.208 0.0014
N 1.747 0.066 -1.269 0.0575
C 1.823 -2.401 -1.252 0.0164
H 2.391 -3.238 -0.828 -0.0023
H 1.674 -2.588 -2.324 -0.0009
C 2.523 -1.101 -1.044 -0.0134
H 2.912 -1.023 -0.015 -0.0008
H 3.444 -1.091 -1.671 -0.0006
C 2.512 1.213 -0.942 -0.0115
H 3.421 1.278 -1.582 -0.0003
H 2.921 1.029 0.067 -0.0003
C 1.797 2.522 -1.000 0.0109
H 1.625 2.825 -2.044 -0.0005
H 2.365 3.310 -0.486 -0.0028
C 0.319 3.123 1.457 0.0470
C -0.870 2.818 2.373 0.0023
H -0.600 3.103 3.401 0.0004
H -1.128 1.751 2.371 0.0027
H -1.759 3.395 2.084 0.0002
C -1.047 3.356 -1.189 0.0074
C -2.400 3.561 -0.501 0.0025
H -3.123 3.904 -1.256 -0.0001
H -2.352 4.340 0.271 0.0001
H -2.802 2.644 -0.057 -0.0003
C -1.023 -3.197 -1.612 0.0022
C -2.397 -3.477 -0.988 0.0016
H -3.097 -3.698 -1.807 -0.0003
H -2.802 -2.628 -0.426 -0.0003
H -2.372 -4.365 -0.342 0.0000
C 0.297 -3.337 1.074 0.0479
C -0.923 -3.164 1.983 0.0057
H -0.711 -3.665 2.938 0.0000
H -1.815 -3.628 1.543 0.0001
H -1.125 -2.105 2.185 -0.0001
C -1.790 -0.029 0.353 0.0294
C -0.506 4.697 -1.701 -0.0013
H -0.397 5.430 -0.893 0.0009
H 0.453 4.597 -2.219 -0.0016
H -1.233 5.101 -2.420 0.0008
C -0.473 -4.462 -2.279 -0.0007
H -1.197 -4.765 -3.049 0.0008
H 0.493 -4.297 -2.769 -0.0016
H -0.381 -5.290 -1.565 0.0009
C 0.627 -4.811 0.842 0.0086
H 0.947 -5.230 1.809 0.0010
H -0.264 -5.371 0.523 0.0003
H 1.439 -4.964 0.117 -0.0001
C 0.625 4.622 1.431 0.0108
H -0.268 5.220 1.201 0.0008
H 0.962 4.918 2.437 0.0006
H 1.422 4.887 0.724 -0.0008
H 1.202 2.604 1.866 -0.0005
H 1.156 -2.858 1.574 -0.0063
H -1.213 2.708 -2.068 0.0030
H -1.161 -2.431 -2.397 0.0055
O -2.893 -0.071 0.699 -0.0019
H 0.726 0.108 -1.658 -0.0241
H -0.643 0.107 -1.487 0.1571
C 1.215 0.622 7.015 -0.0001
N 1.587 0.472 5.620 -0.0005
N 0.671 -0.030 4.752 0.0018
C 1.212 -0.069 3.498 0.0334
O 0.489 -0.406 2.452 0.0842
C 2.546 0.369 3.618 0.0027
C 2.757 0.675 4.958 -0.0011
C 3.909 1.244 5.691 0.0000
C -0.658 -0.320 5.115 0.0013
C -1.558 0.717 5.315 0.0007
C -2.905 0.386 5.620 -0.0001
C -3.253 -0.973 5.708 0.0000
C -2.334 -2.017 5.496 -0.0002
C -0.993 -1.668 5.168 0.0004
H 0.400 1.356 7.116 0.0000
H 2.091 0.998 7.541 0.0000
H 0.913 -0.341 7.468 0.0000
H 3.257 0.435 2.812 -0.0009
H 3.663 2.201 6.192 0.0000
H 4.262 0.526 6.452 0.0000
H 4.722 1.399 4.969 0.0000
H -1.223 1.734 5.224 0.0000
H -3.614 1.175 5.780 0.0000
H -4.285 -1.237 5.922 0.0000
H -2.597 -3.062 5.571 0.0000
H -0.231 -2.408 4.970 0.0002